Record 1
{"formula": "C23H43BrI2N6O5P", "method": "the ωB97M-V functional and the def2-TZVPD basis", "lumo_energy_ha": -0.163, "charge": 1, "orbital_gap_ha": 0.222, "e_tot_ev": -139251.954, "e_above_lowest_kcal_mol": 16.46, "homo_energy_ha": -0.3855, "species": ["C", "C", "C", "Br", "C", "C", "C", "C", "I", "C", "C", "I", "C", "P", "C", "O", "N", "N", "H", "H", "H", "H", "H", "H", "H", "H", "H", "H", "H", "H", "H", "H", "H", "C", "O", "N", "C", "C", "H", "H", "H", "H", "H", "H", "H", "C", "O", "N", "C", "C", "H", "H", "H", "H", "H", "H", "H", "C", "O", "N", "C", "C", "H", "H", "H", "H", "H", "H", "H", "C", "O", "N", "C", "C", "H", "H", "H", "H", "H", "H", "H"], "coordinates": [[2.25366, -4.20778, 0.72530], [0.75147, -3.93605, 0.71781], [0.35618, -2.98582, -0.43787], [-1.21164, -3.69821, -1.34689], [0.03829, -1.62932, 0.09655], [-1.02643, -1.40412, 0.96886], [-1.19487, -0.14506, 1.42257], [-2.27247, 0.17660, 2.36124], [-1.79312, 0.21077, 4.39852], [-3.48310, 0.40688, 1.85376], [-3.78716, 0.31126, 0.39063], [-5.12814, 0.94219, 3.04778], [-0.28591, 0.86660, 0.97731], [-0.35348, 2.57075, 1.73445], [0.68488, 3.59154, 0.64100], [-1.85571, 3.18813, 1.47938], [0.69051, 0.64861, 0.13355], [0.80172, -0.62698, -0.26524], [2.80865, -3.28243, 0.61325], [2.52794, -4.69773, 1.64685], [2.50723, -4.87317, -0.09169], [0.20044, -4.86185, 0.61926], [0.48661, -3.49241, 1.67148], [1.19633, -2.89527, -1.11963], [-1.66283, -2.21056, 1.28345], [-3.16763, 0.95917, -0.22971], [-3.66080, -0.69888, 0.01547], [-4.81591, 0.57658, 0.19865], [0.04425, 4.04931, -0.10514], [1.20774, 4.34245, 1.21364], [1.41971, 3.00468, 0.10287], [-2.29086, 2.82531, 0.70142], [1.56345, -0.80508, -0.91515], [3.54908, 6.45830, 0.35065], [2.61779, 6.06261, 1.03337], [3.90582, 5.95139, -0.84004], [5.02645, 6.47726, -1.59981], [3.14051, 4.84251, -1.37876], [4.18979, 7.29403, 0.67245], [4.68272, 6.84056, -2.56948], [5.77119, 5.69546, -1.75686], [5.48902, 7.29989, -1.06047], [2.09792, 5.14291, -1.49252], [3.18741, 4.00312, -0.68651], [3.54269, 4.54316, -2.34249], [-1.88854, -7.14884, -0.81351], [-1.07413, -7.48799, 0.02615], [-3.10645, -7.68705, -0.96924], [-4.02946, -7.22880, -1.98999], [-3.50879, -8.76952, -0.08209], [-1.66579, -6.33160, -1.51834], [-4.94808, -6.86281, -1.52783], [-4.27661, -8.04771, -2.66710], [-3.57934, -6.42249, -2.56608], [-3.48630, -8.43062, 0.95344], [-2.81940, -9.60741, -0.18081], [-4.51373, -9.09421, -0.33638], [4.15261, -2.56693, -2.71444], [4.18332, -1.39027, -2.39266], [3.46417, -3.04909, -3.75957], [3.41428, -4.46857, -4.06860], [2.73479, -2.11427, -4.60321], [4.67103, -3.34853, -2.13448], [3.80494, -4.64271, -5.07166], [2.37853, -4.81102, -4.02591], [4.00649, -5.03692, -3.35550], [3.42873, -1.39839, -5.04231], [2.01674, -1.56306, -3.99325], [2.21249, -2.64829, -5.39142], [-3.47624, 7.35439, 4.50095], [-4.64724, 7.47596, 4.20527], [-2.61020, 6.54146, 3.86579], [-1.21976, 6.42835, 4.25992], [-3.09462, 5.75253, 2.74657], [-3.01766, 7.91196, 5.33562], [-0.56788, 6.71777, 3.43251], [-0.99279, 5.39783, 4.54501], [-1.01831, 7.07875, 5.10795], [-3.48278, 6.41472, 1.97053], [-3.90473, 5.10034, 3.07783], [-2.28861, 5.15172, 2.34355]]}



Record 2
{"formula": "C23H43BrI2N6O5P", "method": "the ωB97M-V functional and the def2-TZVPD basis", "lumo_energy_ha": -0.154, "charge": 1, "orbital_gap_ha": 0.231, "e_tot_ev": -139252.668, "e_above_lowest_kcal_mol": 0.00, "homo_energy_ha": -0.3846, "species": ["C", "C", "C", "Br", "C", "C", "C", "C", "I", "C", "C", "I", "C", "P", "C", "O", "N", "N", "H", "H", "H", "H", "H", "H", "H", "H", "H", "H", "H", "H", "H", "H", "H", "C", "O", "N", "C", "C", "H", "H", "H", "H", "H", "H", "H", "C", "O", "N", "C", "C", "H", "H", "H", "H", "H", "H", "H", "C", "O", "N", "C", "C", "H", "H", "H", "H", "H", "H", "H", "C", "O", "N", "C", "C", "H", "H", "H", "H", "H", "H", "H"], "coordinates": [[-0.65090, -1.55493, 4.49259], [0.09120, -0.27075, 4.12646], [-0.64347, 0.47589, 2.98777], [-0.85319, 2.36761, 3.40919], [0.04256, 0.31451, 1.67129], [1.30745, 0.80418, 1.35126], [1.83974, 0.54117, 0.12233], [3.19464, 1.03788, -0.22986], [4.66244, -0.38031, 0.08117], [3.36950, 2.28251, -0.67508], [2.21759, 3.25612, -0.82113], [5.21954, 3.01195, -1.24376], [1.06408, -0.23243, -0.81126], [1.79991, -0.85250, -2.39946], [0.31269, -1.38825, -3.30174], [2.21922, 0.53992, -3.17328], [-0.13220, -0.66709, -0.47799], [-0.58919, -0.39145, 0.73273], [-0.90511, -2.14714, 3.60621], [-0.03654, -2.17489, 5.14710], [-1.57695, -1.32478, 5.02724], [0.17171, 0.38373, 4.99735], [1.11109, -0.51000, 3.80892], [-1.65314, 0.07143, 2.88470], [1.85649, 1.37535, 2.09196], [1.41917, 2.84981, -1.45138], [1.77520, 3.48276, 0.15409], [2.54074, 4.19609, -1.26192], [-0.08822, -0.55264, -3.88198], [0.57658, -2.20947, -3.97042], [-0.46827, -1.73658, -2.62616], [1.67984, 1.31109, -2.96628], [-1.51431, -0.79659, 0.91692], [-1.24924, -4.25434, -5.85358], [-0.24601, -3.64523, -5.52486], [-2.48082, -4.01358, -5.36964], [-3.64044, -4.76731, -5.80227], [-2.63989, -2.95906, -4.38428], [-1.22444, -5.06903, -6.59438], [-4.38272, -4.11172, -6.26066], [-4.10438, -5.28601, -4.96163], [-3.33273, -5.50772, -6.53784], [-2.30663, -2.00555, -4.79625], [-2.04103, -3.18036, -3.50040], [-3.68716, -2.88828, -4.10126], [-0.42599, 3.05037, 6.90103], [0.05591, 1.98390, 7.24576], [-0.12549, 4.24097, 7.44245], [-0.73186, 5.47264, 6.98422], [0.83731, 4.28003, 8.53318], [-1.14939, 3.08832, 6.07217], [0.02456, 6.16801, 6.61593], [-1.28638, 5.95954, 7.78813], [-1.42575, 5.25241, 6.17413], [1.79970, 3.88296, 8.21107], [0.49139, 3.67863, 9.37329], [0.96055, 5.31144, 8.85388], [-3.54146, -2.12812, 2.35117], [-2.97490, -2.24727, 1.26945], [-4.44222, -1.17039, 2.61513], [-4.96431, -0.93527, 3.94827], [-4.85523, -0.30827, 1.52072], [-3.29228, -2.75308, 3.22276], [-6.05211, -0.99925, 3.97741], [-4.67156, 0.06103, 4.28571], [-4.55685, -1.67233, 4.63751], [-5.37290, -0.88206, 0.75283], [-3.97415, 0.14058, 1.05783], [-5.51041, 0.47280, 1.89603], [5.85386, 0.13945, -7.30410], [6.08380, 1.30009, -7.57741], [4.87624, -0.25725, -6.46049], [4.63338, -1.64825, -6.15165], [4.04666, 0.76427, -5.84783], [6.43244, -0.69995, -7.72540], [3.62385, -1.94840, -6.44184], [4.75725, -1.84116, -5.08282], [5.34483, -2.26687, -6.69625], [3.53046, 1.34523, -6.61360], [4.65712, 1.45298, -5.26153], [3.31953, 0.28826, -5.19766]]}



Record 3
{"formula": "C23H43CaCl2F5N3O5SiTe", "method": "the ωB97M-V functional and the def2-TZVPD basis", "lumo_energy_ha": 0.054, "charge": -1, "orbital_gap_ha": 0.216, "e_tot_ev": -111506.382, "e_above_lowest_kcal_mol": 7.26, "homo_energy_ha": -0.1624, "species": ["C", "C", "H", "H", "H", "C", "C", "H", "H", "H", "H", "Ca", "Cl", "C", "O", "N", "C", "C", "H", "H", "H", "H", "H", "H", "H", "H", "H", "C", "C", "N", "H", "C", "O", "H", "H", "H", "H", "H", "H", "C", "C", "N", "H", "C", "O", "H", "H", "H", "H", "O", "C", "C", "C", "H", "C", "H", "C", "H", "C", "C", "H", "H", "H", "Si", "Cl", "C", "C", "C", "H", "H", "H", "H", "H", "H", "H", "H", "H", "F", "Te", "F", "F", "F", "F", "O"], "coordinates": [[-3.59834, -2.58036, 0.64630], [-4.17984, -1.51787, -0.21360], [-3.85516, -2.38384, 1.69961], [-2.51938, -2.58685, 0.48998], [-4.00912, -3.57450, 0.40839], [-5.49455, -1.21767, -0.14122], [-6.50068, -1.99030, 0.66259], [-5.92297, -0.36546, -0.67945], [-6.19354, -2.09852, 1.71604], [-6.68495, -3.00150, 0.26077], [-7.46751, -1.46683, 0.65919], [1.82997, -0.59390, 0.17933], [-0.12895, -1.96038, -1.17495], [2.91153, 0.74865, -2.53955], [2.67351, 0.86304, -1.31246], [2.85210, 1.78213, -3.38251], [2.65886, 3.11706, -2.82842], [2.39245, 1.56354, -4.74854], [3.18744, -0.21375, -3.00359], [3.40413, 3.29688, -2.04441], [1.65699, 3.24396, -2.40630], [2.81214, 3.81191, -3.65420], [2.80115, 0.59713, -5.06332], [2.78539, 2.38206, -5.36435], [1.29213, 1.54793, -4.81540], [6.75035, 0.95267, 0.71530], [7.58205, -1.30270, 1.20616], [6.11686, 0.93007, 1.60952], [6.92865, -1.38929, 2.08468], [5.82957, -0.44530, 2.00069], [5.16466, 1.44665, 1.41512], [4.55228, -0.85099, 2.06323], [3.60177, -0.14805, 1.65706], [6.50866, -2.40690, 2.13387], [4.38694, -1.86561, 2.48515], [6.65483, 1.44109, 2.41974], [7.50970, -1.19200, 3.00117], [-0.01605, -1.73517, 6.09639], [-1.41346, -1.14379, 3.00712], [-0.21275, -0.66053, 5.93991], [-1.41223, -0.36119, 3.81348], [-0.11458, -0.34029, 4.52216], [0.49554, -0.07681, 6.54040], [1.02076, -0.58328, 3.78849], [1.15771, -0.14308, 2.64454], [-1.66662, 0.62027, 3.39446], [1.83331, -1.28942, 4.24732], [-1.23707, -0.37513, 6.18829], [-2.15007, -0.63615, 4.57976], [-2.24384, -0.07027, -0.16585], [-3.16348, -0.71284, -1.06329], [-4.54776, 1.36117, -1.33197], [-3.83353, 0.33939, -1.96499], [-4.63917, 1.37019, -0.24012], [-5.16933, 2.37260, -2.07067], [-2.53654, -1.44658, -1.61095], [-3.77930, 0.31501, -3.36332], [-5.63413, 3.22107, -1.55443], [-5.27008, 2.22692, -3.45800], [-4.52724, 1.23478, -4.10368], [-3.12939, -0.40803, -3.85820], [-5.94031, 2.87527, -4.03321], [-4.54814, 1.15686, -5.19381], [-1.65120, 1.52247, -0.30273], [0.02534, -2.90760, 3.44935], [-2.64031, 2.75826, 0.66529], [-1.32630, 1.89827, -2.12665], [0.00398, 1.41248, 0.50982], [-3.44064, 3.26353, 0.10578], [-1.92405, 3.53083, 0.99381], [-3.06195, 2.28358, 1.57000], [0.03865, 1.62035, 1.57643], [0.78762, 1.94426, -0.03927], [-0.04597, 0.32499, 0.34079], [-2.22861, 2.13099, -2.71529], [-0.83104, 1.04497, -2.61277], [-0.65939, 2.76530, -2.19560], [3.51181, -5.00729, -1.14627], [4.39609, -3.32005, -0.87544], [5.50729, -1.75370, -0.59623], [6.03230, -4.22095, -1.22520], [4.65494, -3.69578, 1.01896], [4.38182, -2.86964, -2.73585], [2.85826, -2.40847, -0.55036]]}